No. 1
Molecular formula: C25H32F2N2O4S
Method: DFT, ωB97M-V/def2-TZVPD

Results
max |F| = 0.019 Eh/bohr
frontier orbital gap = 9.359 eV
relative energy (zero: lowest compared OMol25 entry of this formula, charge and spin) = 0.00 kcal/mol
LUMO energy = 0.3 eV
SMILES = CCCN[C@@](COC(C)=O)(N=C=S)OC(=O)CC(C)C.Fc1ccccc1.Fc1ccccc1

Each line ends with the Mulliken charge.
CARTESIAN COORDINATES (ANGSTROEM)
C (-3.11, -1.94, 0.73)  -1.252
C (-1.63, -1.92, 0.33)  0.210
C (-0.69, -2.12, 1.51)  -0.796
N (-0.78, -1.15, 2.60)  0.018
C (-0.45, 0.23, 2.34)  0.750
C (-1.68, 1.08, 1.94)  -1.206
O (-1.57, 2.43, 2.34)  -0.188
C (-2.76, 3.01, 2.72)  0.645
C (-3.59, 3.49, 1.56)  -0.999
O (-3.07, 3.09, 3.87)  -0.527
N (0.05, 0.82, 3.61)  -0.544
C (1.18, 0.69, 3.99)  0.435
S (2.66, 0.62, 4.48)  -0.412
O (0.57, 0.21, 1.37)  -0.270
C (0.75, 1.31, 0.54)  0.498
O (1.03, 2.37, 0.99)  -0.478
C (0.60, 0.97, -0.91)  -1.226
C (1.52, 1.78, -1.85)  1.173
C (2.94, 1.91, -1.29)  -1.661
C (0.91, 3.14, -2.24)  -1.490
H (-3.72, -2.49, 0.01)  0.372
H (-3.25, -2.42, 1.71)  0.299
H (-3.54, -0.94, 0.82)  0.258
H (-1.45, -2.70, -0.41)  0.573
H (-1.41, -0.96, -0.16)  -0.353
H (-0.95, -3.08, 1.96)  0.433
H (0.35, -2.22, 1.19)  0.302
H (-1.66, -1.22, 3.09)  0.377
H (-1.86, 1.00, 0.86)  0.080
H (-2.54, 0.62, 2.45)  0.853
H (-4.05, 2.64, 1.07)  0.253
H (-4.36, 4.18, 1.91)  0.339
H (-2.93, 3.98, 0.83)  0.344
H (0.82, -0.09, -1.02)  0.451
H (-0.46, 1.08, -1.18)  0.306
H (1.58, 1.19, -2.76)  0.348
H (3.23, 1.03, -0.70)  0.335
H (3.65, 1.98, -2.11)  0.425
H (3.04, 2.80, -0.67)  0.355
H (1.44, 3.98, -1.77)  0.367
H (-0.13, 3.20, -1.92)  0.340
H (0.90, 3.26, -3.32)  0.298
F (4.88, -4.42, 5.32)  -0.320
C (3.56, -4.34, 5.05)  0.349
C (2.75, -5.43, 5.33)  -0.599
C (1.40, -5.33, 5.05)  -0.323
C (0.87, -4.17, 4.49)  -0.718
C (1.70, -3.10, 4.22)  0.668
C (3.06, -3.17, 4.50)  -0.541
H (3.19, -6.32, 5.76)  0.418
H (0.75, -6.17, 5.27)  0.364
H (-0.19, -4.11, 4.28)  0.401
H (1.30, -2.19, 3.79)  -0.116
H (3.72, -2.34, 4.31)  0.416
F (1.33, 1.11, -4.97)  -0.235
C (0.55, 1.23, -6.07)  0.429
C (1.14, 1.12, -7.31)  -0.600
C (0.34, 1.24, -8.44)  -0.301
C (-1.02, 1.48, -8.30)  -0.592
C (-1.58, 1.60, -7.04)  -0.357
C (-0.80, 1.47, -5.91)  -0.311
H (2.21, 0.93, -7.39)  0.415
H (0.78, 1.15, -9.42)  0.354
H (-1.64, 1.58, -9.18)  0.370
H (-2.64, 1.79, -6.93)  0.354
H (-1.21, 1.55, -4.91)  0.436


No. 2
Molecular formula: C2H3N3O2
Method: DFT, ωB97M-V/def2-TZVPD

Results
max |F| = 0.021 Eh/bohr
frontier orbital gap = 10.019 eV
relative energy (zero: lowest compared OMol25 entry of this formula, charge and spin) = 36.10 kcal/mol
LUMO energy = 0.5 eV
SMILES = Nc1noc(=O)[nH]1

Each line ends with the Mulliken charge.
CARTESIAN COORDINATES (ANGSTROEM)
N (-1.85, 0.11, 0.01)  -0.552
C (-0.53, -0.13, 0.34)  0.442
N (-0.07, -1.26, 0.73)  -0.368
O (1.28, -1.23, 0.36)  -0.145
C (1.63, 0.00, -0.11)  0.475
O (2.73, 0.29, -0.50)  -0.538
N (0.47, 0.76, -0.07)  -0.154
H (-1.83, 0.50, -0.92)  0.276
H (-2.36, -0.77, 0.00)  0.284
H (0.52, 1.75, 0.16)  0.280


No. 3
Molecular formula: C3H4LaO4
Method: DFT, ωB97M-V/def2-TZVPD

Results
spin multiplicity = 2
total charge = +2
max |F| = 0.081 Eh/bohr
frontier orbital gap (spin up / spin down) = 5.978 / 7.614 eV
relative energy (zero: lowest compared OMol25 entry of this formula, charge and spin) = 57.52 kcal/mol
LUMO energy (spin up / spin down) = -9.9 / -9.6 eV

Each line ends with the Mulliken spin population.
CARTESIAN COORDINATES (ANGSTROEM)
O (0.39, -1.39, 0.19)  -0.002
C (1.22, -0.41, -0.04)  -0.005
C (-0.94, -0.96, -0.07)  0.000
O (2.43, -0.52, 0.09)  -0.071
O (0.61, 0.73, -0.25)  0.002
C (-0.81, 0.51, -0.35)  0.000
La (5.00, 0.57, 0.02)  1.077
H (-1.40, -1.57, -0.85)  0.000
H (-1.21, 0.92, -1.28)  0.000
H (-1.63, -0.77, 0.98)  0.000
O (-1.61, 1.04, 0.90)  0.000
H (-2.06, 1.84, 0.63)  0.000


No. 4
Molecular formula: C6H12O
Method: DFT, ωB97M-V/def2-TZVPD

Results
max |F| = 0.007 Eh/bohr
frontier orbital gap = 10.069 eV
relative energy (zero: lowest compared OMol25 entry of this formula, charge and spin) = 22.38 kcal/mol
LUMO energy = 0.9 eV
SMILES = C=C(C)CCCO

Each line ends with the Mulliken charge.
CARTESIAN COORDINATES (ANGSTROEM)
C (0.50, 0.83, -1.83)  -0.967
C (0.62, -0.17, -0.96)  0.817
C (1.95, -0.59, -0.40)  -1.277
C (-0.59, -0.95, -0.46)  -0.820
C (-1.60, -0.09, 0.32)  -0.598
C (-0.96, 0.75, 1.41)  -0.518
O (-0.11, -0.07, 2.20)  -0.540
H (1.36, 1.39, -2.18)  0.297
H (-0.47, 1.12, -2.24)  0.251
H (2.75, 0.12, -0.65)  0.362
H (2.24, -1.58, -0.78)  0.290
H (1.88, -0.67, 0.69)  0.294
H (-1.10, -1.42, -1.30)  0.373
H (-0.24, -1.76, 0.20)  0.344
H (-2.12, 0.59, -0.36)  0.324
H (-2.35, -0.76, 0.76)  0.363
H (-1.74, 1.21, 2.04)  0.354
H (-0.38, 1.57, 0.95)  0.346
H (0.49, 0.51, 2.69)  0.305


No. 5
Molecular formula: C2HCl3FN
Method: DFT, ωB97M-V/def2-TZVPD

Results
max |F| = 0.064 Eh/bohr
frontier orbital gap (spin up / spin down) = 8.624 / 8.623 eV
relative energy (zero: lowest compared OMol25 entry of this formula, charge and spin) = 74.02 kcal/mol
LUMO energy (spin up / spin down) = -1.5 / -1.5 eV

Each line ends with the Mulliken charge.
CARTESIAN COORDINATES (ANGSTROEM)
C (-0.46, 0.24, -0.11)  0.185
C (0.98, 0.19, 0.03)  0.605
N (-1.51, 0.57, -0.54)  -0.304
F (-1.21, -1.73, 0.89)  -0.721
Cl (1.58, -0.86, -1.22)  -0.049
Cl (1.31, 1.90, -0.39)  -0.091
Cl (1.62, -0.19, 1.73)  -0.040
H (-2.30, -0.12, -0.39)  0.416


No. 6
Molecular formula: C2H5FSi
Method: DFT, ωB97M-V/def2-TZVPD

Results
spin multiplicity = 3
max |F| = 0.064 Eh/bohr
frontier orbital gap (spin up / spin down) = 8.514 / 7.621 eV
relative energy (zero: lowest compared OMol25 entry of this formula, charge and spin) = 0.00 kcal/mol
LUMO energy (spin up / spin down) = 1.0 / -2.4 eV

Each line ends with the Mulliken spin population.
CARTESIAN COORDINATES (ANGSTROEM)
C (-1.97, 1.13, -0.27)  0.000
C (-1.62, -0.10, 0.09)  0.000
F (-2.25, -0.74, 1.11)  0.000
Si (3.63, -0.45, 0.62)  1.744
H (-1.55, 1.64, -1.05)  0.000
H (-2.75, 1.60, 0.18)  0.000
H (-0.90, -0.68, -0.33)  0.000
H (2.51, -1.25, -0.28)  0.134
H (4.89, -1.15, -0.07)  0.122